(1)
A 17-piece molecular cluster, C70H168N18O22 overall at a distorted geometry. Source: the OMol25 dataset; level of theory: ωB97M-V/def2-TZVPD.

Element x y z (Å)
1 C -4.2973 6.1800 -2.4669
2 C -5.5099 5.2772 -2.6830
3 O -5.9415 5.5979 -3.9635
4 O -3.0913 5.8474 -3.0730
5 H -4.1686 5.9801 -1.4031
6 H -4.5378 7.2431 -2.4600
7 H -6.3176 5.4580 -1.9737
8 H -5.0348 4.2991 -2.6067
9 H -5.3255 5.3143 -4.6430
10 H -2.6483 6.6963 -3.1417
11 C 2.9236 7.4747 -7.2082
12 C 3.3945 8.1379 -5.8321
13 O 4.5223 7.3924 -5.2871
14 O 4.0016 7.0930 -7.9913
15 H 2.4512 8.2000 -7.8706
16 H 2.3047 6.5792 -7.1525
17 H 2.5032 8.1391 -5.2047
18 H 3.5346 9.1476 -6.2181
19 H 4.9458 7.8500 -4.5572
20 H 4.7419 7.0335 -7.3829
21 C 3.2930 2.3765 -10.9117
22 C 3.1829 1.8047 -12.2899
23 O 1.9181 2.0197 -12.8320
24 O 3.1805 1.5279 -9.8394
25 H 2.7335 3.2911 -10.7151
26 H 4.3210 2.7075 -10.7643
27 H 3.3353 0.7286 -12.2065
28 H 3.8929 2.2633 -12.9781
29 H 1.4281 1.1960 -12.7779
30 H 2.2475 1.3685 -9.6788
31 C 9.4936 3.5846 -1.2917
32 C 8.3957 4.5985 -1.3899
33 O 8.2188 5.4786 -0.3508
34 O 9.4790 2.5742 -0.2548
35 H 10.3457 4.2624 -1.2416
36 H 9.5890 3.0551 -2.2397
37 H 7.5293 3.9398 -1.4507
38 H 8.3394 5.0799 -2.3662
39 H 8.1961 5.0230 0.4939
40 H 8.6240 2.3612 0.1261
41 C 7.6770 -1.9976 7.2572
42 C 7.3498 -1.5365 5.8075
43 O 6.7752 -2.5542 5.0866
44 O 8.7354 -2.9699 7.1098
45 H 6.7733 -2.3562 7.7500
46 H 7.9653 -1.1896 7.9296
47 H 8.1736 -0.9731 5.3693
48 H 6.4895 -0.8695 5.8638
49 H 6.4350 -2.1082 4.3076
50 H 8.3156 -3.6638 6.5960
51 C 7.6822 -1.4361 -4.1883
52 O 7.7567 -0.9722 -5.3057
53 N 8.4897 -1.0831 -3.2488
54 N 6.6932 -2.1755 -3.7510
55 H 9.3908 -0.6904 -3.4805
56 H 8.4681 -1.5650 -2.3614
57 H 6.0827 -2.5188 -4.4787
58 H 6.7529 -2.5834 -2.8290
59 C 1.4831 -6.0555 -5.5679
60 O 2.3399 -6.1752 -4.7634
61 N 0.9001 -7.0487 -6.1731
62 N 1.0672 -4.8884 -6.1042
63 H 0.4322 -6.8609 -7.0482
64 H 1.0121 -7.9857 -5.8132
65 H 1.6700 -4.1115 -5.8738
66 H 0.5801 -4.7527 -6.9785
67 C 5.7957 -6.2244 0.2312
68 O 6.3296 -5.3252 -0.3174
69 N 5.4976 -6.3738 1.4328
70 N 5.3465 -7.3101 -0.4254
71 H 5.1784 -7.2968 1.6901
72 H 5.5873 -5.5348 1.9880
73 H 5.1739 -7.3905 -1.4173
74 H 4.8559 -7.9832 0.1459
75 C 5.3844 2.7804 3.7953
76 O 6.2118 3.2175 3.0082
77 N 4.3018 2.0471 3.4300
78 N 5.4577 2.9897 5.1058
79 H 3.7114 1.7044 4.1744
80 H 4.1459 1.8999 2.4430
81 H 6.3441 3.3268 5.4532
82 H 4.7079 2.5841 5.6476
83 C 2.0392 0.3205 7.4102
84 O 1.6241 1.3750 7.0478
85 N 2.6510 0.1547 8.5738
86 N 2.2879 -0.7246 6.7179
87 H 3.0322 -0.7134 8.9219
88 H 2.9395 0.9604 9.1102
89 H 2.2930 -1.6696 7.0743
90 H 1.7643 -0.6656 5.8563
91 C 9.1485 3.5799 -7.1577
92 O 9.4663 4.7456 -7.3001
93 N 7.9806 3.2116 -6.7002
94 N 9.8674 2.5287 -7.4096
95 H 7.9595 2.2094 -6.5764
96 H 7.6286 3.9725 -6.1370
97 H 10.8595 2.6066 -7.5825
98 H 9.4455 1.6732 -7.0776
99 C -6.2899 1.8614 3.3346
100 C -7.6104 1.0746 2.8638
101 C -7.1978 0.0937 1.7609
102 C -8.1081 -1.1314 1.4880
103 C -8.4038 -1.8517 2.7960
104 C -8.8732 -0.9452 3.9767
105 N -8.0378 0.2833 4.0473
106 O -8.3495 1.1187 5.1021
107 C -10.3833 -0.5574 3.8848
108 C -8.6680 -1.8291 5.2404
109 C -8.7272 1.8515 2.1950
110 H -5.9563 2.4403 2.4734
111 H -5.4523 1.2883 3.7322
112 H -6.4473 2.5064 4.1991
113 H -7.2602 0.6207 0.8089
114 H -6.1635 -0.2358 1.8593
115 H -7.5913 -1.7407 0.7465
116 H -8.9552 -0.7205 0.9387
117 H -7.5030 -2.3992 3.0733
118 H -9.1069 -2.6311 2.5023
119 H -11.0578 -1.3931 3.6979
120 H -10.6533 -0.1015 4.8373
121 H -10.5325 0.1876 3.1033
122 H -7.6052 -1.9764 5.4326
123 H -9.0908 -1.3878 6.1430
124 H -9.0563 -2.8427 5.1401
125 H -8.3451 2.6541 1.5641
126 H -9.1284 2.3368 3.0847
127 H -9.4600 1.3057 1.6007
128 H -7.4765 0.9846 5.4781
129 C -4.0384 1.7278 -7.2757
130 C -3.8895 2.5614 -8.5373
131 C -5.2532 2.5480 -9.3762
132 C -5.3143 3.5517 -10.5460
133 C -4.9565 4.9033 -10.0655
134 C -3.5835 4.9955 -9.3158
135 N -3.4275 3.9631 -8.2418
136 O -2.2119 3.9196 -7.5507
137 C -2.4085 4.8428 -10.3460
138 C -3.4486 6.4075 -8.7646
139 C -2.7722 1.8617 -9.3447
140 H -4.8781 1.8991 -6.6022
141 H -3.2300 1.8291 -6.5515
142 H -3.9617 0.6519 -7.4330
143 H -5.3337 1.5824 -9.8755
144 H -5.9865 2.9156 -8.6585
145 H -6.2502 3.5724 -11.1044
146 H -4.6263 3.2153 -11.3217
147 H -5.7433 5.2314 -9.3863
148 H -4.7448 5.6742 -10.8065
149 H -1.4806 5.0236 -9.8034
150 H -2.1493 3.8085 -10.5722
151 H -2.3695 5.4528 -11.2484
152 H -4.0339 6.4492 -7.8460
153 H -2.4361 6.7708 -8.5884
154 H -3.9450 7.1881 -9.3411
155 H -2.9231 1.9960 -10.4158
156 H -2.8655 0.7897 -9.1710
157 H -1.7503 2.1317 -9.0781
158 H -2.6774 4.1086 -6.7326
159 C -7.1979 -8.5026 0.2516
160 C -5.9205 -8.8822 -0.3666
161 C -4.8123 -7.8139 0.1366
162 C -3.3612 -8.1815 -0.3276
163 C -3.1004 -9.5672 0.2989
164 C -4.1136 -10.7468 0.1032
165 N -5.4791 -10.2178 0.1319
166 O -6.4884 -11.1252 -0.0563
167 C -3.8401 -11.3139 -1.2934
168 C -3.8971 -11.7127 1.3044
169 C -6.0107 -8.8398 -2.0067
170 H -7.5332 -7.5586 -0.1779
171 H -7.2219 -8.3482 1.3304
172 H -8.0055 -9.2036 0.0409
173 H -5.0345 -6.8666 -0.3547
174 H -5.0288 -7.6964 1.1984
175 H -2.6925 -7.4128 0.0599
176 H -3.1385 -8.2870 -1.3894
177 H -3.2011 -9.3407 1.3603
178 H -2.0960 -9.9438 0.1053
179 H -3.2071 -12.2010 -1.3140
180 H -4.6602 -11.7667 -1.8507
181 H -3.4320 -10.5361 -1.9388
182 H -4.4824 -12.6226 1.1717
183 H -2.8790 -12.0988 1.2532
184 H -4.1432 -11.2301 2.2502
185 H -6.2609 -7.8005 -2.2200
186 H -6.8017 -9.4284 -2.4714
187 H -5.2041 -9.2505 -2.6139
188 H -6.4867 -11.2454 -1.0087
189 C 2.8105 1.1938 -3.0588
190 C 1.9730 1.3626 -1.7413
191 C 0.4308 1.2305 -1.9633
192 C -0.4180 1.0097 -0.7314
193 C 0.2633 -0.1003 0.1047
194 C 1.5409 -0.7161 -0.3191
195 N 2.4116 0.3997 -0.6576
196 O 3.8378 0.1605 -0.6256
197 C 2.0966 -1.5054 0.9421
198 C 1.3627 -1.7106 -1.5175
199 C 2.2015 2.8457 -1.1964
200 H 2.4170 1.7988 -3.8757
201 H 2.7579 0.1085 -3.1442
202 H 3.8853 1.3755 -3.0602
203 H 0.0634 2.0565 -2.5723
204 H 0.2877 0.4715 -2.7325
205 H -1.3767 0.6136 -1.0664
206 H -0.5092 1.9676 -0.2193
207 H -0.4852 -0.8429 0.3808
208 H 0.6197 0.4768 0.9579
209 H 1.3006 -1.9370 1.5490
210 H 2.6728 -2.4016 0.7124
211 H 2.7014 -0.9424 1.6530
212 H 0.6231 -2.4380 -1.1828
213 H 1.2961 -1.2454 -2.5010
214 H 2.2728 -2.2957 -1.6493
215 H 1.8811 2.8762 -0.1550
216 H 1.6208 3.5484 -1.7940
217 H 3.1883 3.2895 -1.3283
218 H 3.9765 -0.3576 -1.4218
219 C 0.3611 -8.6744 7.7600
220 C 0.7066 -7.1598 7.6612
221 C 0.5054 -6.7884 6.1365
222 C -0.9099 -6.4628 5.8028
223 C -1.4700 -5.3783 6.7790
224 C -1.5400 -5.9252 8.2851
225 N -0.1306 -6.3655 8.6264
226 O -0.1172 -6.8945 9.8223
227 C -2.0066 -4.7371 9.2553
228 C -2.5456 -7.0929 8.1759
229 C 2.1247 -6.8927 8.0509
230 H 1.2639 -9.2222 7.4902
231 H -0.4779 -8.8401 7.0842
232 H 0.2299 -9.1115 8.7499
233 H 1.0842 -5.9292 5.7977
234 H 0.7880 -7.6819 5.5798
235 H -1.5888 -7.3155 5.8181
236 H -0.9364 -6.1982 4.7457
237 H -2.4290 -5.0179 6.4069
238 H -0.8191 -4.5041 6.7944
239 H -2.3676 -4.9823 10.2542
240 H -1.2008 -4.0111 9.3629
241 H -2.8882 -4.2924 8.7937
242 H -3.3012 -7.0250 7.3932
243 H -2.0226 -8.0089 7.9011
244 H -3.1365 -7.2046 9.0849
245 H 2.4698 -5.8748 8.2322
246 H 2.7550 -7.3316 7.2774
247 H 2.4894 -7.5338 8.8534
248 H 0.7117 -6.5590 10.1716
249 C 3.2976 8.1272 4.8150
250 C 1.6811 8.2933 4.7032
251 C 0.9082 7.1637 5.3264
252 C 1.0101 7.1091 6.8891
253 C 0.4111 8.4174 7.3967
254 C 1.2066 9.6564 6.7894
255 N 1.4037 9.6090 5.3407
256 O 1.5982 10.7922 4.6935
257 C 0.4699 10.9326 7.1899
258 C 2.6387 9.6650 7.4971
259 C 1.1246 8.2936 3.1760
260 H 3.8260 9.0224 5.1430
261 H 3.7720 7.8428 3.8757
262 H 3.3564 7.2835 5.5026
263 H -0.1194 7.0339 4.9870
264 H 1.3348 6.2005 5.0463
265 H 2.0377 7.0094 7.2387
266 H 0.5153 6.2865 7.4055
267 H 0.4772 8.5084 8.4809
268 H -0.6737 8.4459 7.2945
269 H -0.4861 10.9214 6.6665
270 H 0.0517 10.8564 8.1936
271 H 1.0761 11.8328 7.0885
272 H 2.6973 9.8789 8.5643
273 H 3.2663 8.7739 7.5121
274 H 3.3326 10.3631 7.0288
275 H 0.1843 8.8103 2.9833
276 H 1.2045 7.2712 2.8068
277 H 1.8476 8.7388 2.4925
278 H 2.4539 11.1512 4.9394

Its total charge is 0.

=====

(2)
A 2-piece molecular cluster, C4H13FN3O2 overall at a distorted geometry. Source: the OMol25 dataset; level of theory: ωB97M-V/def2-TZVPD.

Element x y z (Å)
1 C -0.0535 -2.1229 1.3906
2 C 2.2812 0.5651 -0.4721
3 C -0.9551 0.6581 -2.2731
4 C -0.0239 -0.1205 -0.0929
5 N 0.1147 1.0305 1.8171
6 N -0.5606 0.8520 -0.8890
7 N -0.6908 -0.9409 0.7847
8 O -1.9094 -0.3136 -2.4856
9 O 1.2573 -0.3656 -0.1847
10 F -1.7924 1.3179 -0.2229
11 H -0.6234 -2.4163 2.2267
12 H 0.2792 -2.8647 0.7654
13 H 0.8808 -1.9077 1.9312
14 H 2.9835 0.1992 -1.2102
15 H 2.8116 0.8039 0.4764
16 H 2.0026 1.5041 -0.8454
17 H -0.0053 0.3706 -2.7262
18 H -1.3633 1.5752 -2.6500
19 H -0.6710 1.7339 1.8133
20 H 0.8482 1.3192 2.5034
21 H -0.3755 0.3018 2.3287
22 H -1.6578 -1.2242 0.5745
23 H -2.7772 0.0450 -2.5600

The energy above the lowest of the compared OMol25 structures with the same formula, charge and spin is 18.7 kcal/mol. Its total charge is +1.

=====

no.,E_HOMO (eV)
1,-7.53
2,-14.34